# 1
A 5-piece molecular cluster, C2H13O4S overall. Source: the OMol25 dataset; level of theory: ωB97M-V with the def2-TZVPD basis set.

Structure (XYZ):
```
20
C2H13O4S (ωB97M-V with the def2-TZVPD basis set)
C 1.6232 -1.9004 1.5662
C 1.1255 -0.8573 0.5840
S -0.6627 -0.4053 0.7955
H 1.1269 -2.8523 1.4072
H 1.3186 -1.6546 2.5914
H 2.7151 -1.9539 1.5772
H 1.2400 -1.2401 -0.4295
H 1.7086 0.0509 0.6406
H 0.2398 1.3834 1.8289
H 0.4287 2.4728 2.9330
O 0.9069 1.9685 2.2585
H -2.5921 4.4866 -3.0081
H -1.3529 3.8397 -3.5398
O -2.0582 4.4478 -3.8161
H -1.4282 -3.8429 -0.3027
H -1.0609 -2.7590 0.6944
O -1.0783 -3.7305 0.5856
H -1.3113 1.3179 -2.3469
H -0.4765 0.2521 -1.6862
O -0.4122 0.9766 -2.3334
```

Net charge   -1
F_max   0.98 eV Å⁻¹
LUMO energy   3.1 eV
E_tot   -783.20035 hartree
Gap between HOMO and LUMO   0.244 Ha
Relative energy (zero: lowest compared OMol25 entry of this formula, charge and spin)   56.2 kJ/mol

Here are the Löwdin charges for atoms 1 to 2, given in e: atom 1 (C): -0.213, atom 2 (C): -0.706

# 2
One molecule with the formula C3H3NO4 at a distorted geometry. Source: the OMol25 dataset; level of theory: ωB97M-V with the def2-TZVPD basis set.

Structure (XYZ):
```
11
C3H3NO4 (ωB97M-V with the def2-TZVPD basis set)
N 0.6220 -2.0112 0.6988
C 0.4584 -0.7331 0.3616
C 1.2545 0.7001 -0.4080
O 2.3241 1.0578 -0.6371
O -0.7820 -0.3047 0.2558
C -0.8632 1.1293 -0.1382
O -0.9466 1.9816 0.6973
O -1.4326 1.1463 -1.3662
H -0.1471 -2.6752 0.7189
H 1.4085 -2.2825 1.2711
H -1.8960 1.9914 -1.4539
```

F_max   3.14 eV Å⁻¹
LUMO energy   0.1 eV
E_tot   -471.73754 hartree
Gap between HOMO and LUMO   0.298 Ha
Relative energy (zero: lowest compared OMol25 entry of this formula, charge and spin)   356.1 kJ/mol
SMILES   NC(=C=O)OC(=O)O

Here are the Löwdin charges for atoms 1 to 2, given in e: atom 1 (N): 0.168, atom 2 (C): -0.212